Record 1
The following is a DFT calculation (wB97M-V/def2-TZVPD) of a structure of composition Cl2CuF2NO4S2.

Output
**Spin multiplicity**: 1
**Charge**: -2
**HOMO-LUMO gap**: 7.316 eV
**Total energy**: -3912.77278 Ha
**LUMO energy**: 5.35 eV
**ΔE to the lowest compared entry with this formula, charge and spin**: 1.2787 eV

```
12
Properties=species:S:1:pos:R:3:forces:R:3
Cu -16.074983 25.374204 -8.932351 0.549 0.524 -1.660
Cl -17.332668 26.557137 -11.003864 0.157 -0.387 0.969
Cl -14.261735 24.172056 -10.605987 -0.564 0.164 0.835
N -15.365788 26.694957 -7.123297 2.990 -0.265 1.078
S -13.955658 26.474758 -6.291405 3.612 -3.539 -0.785
O -14.002715 25.593902 -5.142470 -0.637 1.092 -0.664
O -13.073136 27.601914 -6.191051 -0.836 -0.147 -0.370
F -13.262181 25.488365 -7.350020 -0.498 0.931 0.071
S -16.040011 27.527884 -5.990598 -7.249 2.500 1.330
O -15.680557 28.898215 -5.702164 1.229 -1.362 0.090
O -16.610357 26.724976 -4.916580 1.266 0.871 -0.769
F -17.356574 27.846933 -6.863784 -0.019 -0.382 -0.125
```
Forces are in eV/Å.

Atomic partial charges in e from the natural (NBO) method, atoms 1 to 4:
1. Cu 0.842
2. Cl -0.922
3. Cl -0.925
4. N -1.140


Record 2
The following is a DFT calculation (wB97M-V/def2-TZVPD) of the molecule C18H23N3O4.

Output
**Spin multiplicity**: 1
**Structure (SMILES)**: COCC(=O)OCC(=O)Nc1cc(C(C)(C)C)nn1-c1ccccc1
**HOMO-LUMO gap**: 9.087 eV
**Total energy**: -1164.93606 Ha
**LUMO energy**: 0.51 eV
**ΔE to the lowest compared entry with this formula, charge and spin**: 2.4814 eV

```
48
Properties=species:S:1:pos:R:3:forces:R:3
C 4.279942 1.648473 1.612253 -0.055 -0.088 0.095
O 4.941299 2.268748 0.526945 0.107 0.108 -0.213
C 4.893368 1.522255 -0.652792 0.094 -0.003 0.140
C 3.512427 1.440853 -1.289752 0.268 -0.304 -0.084
O 3.145960 0.548732 -2.010402 0.041 0.066 0.000
O 2.756359 2.498318 -0.985546 -0.116 0.395 0.145
C 1.419163 2.417557 -1.439576 -0.007 -0.273 0.001
C 0.728988 1.228174 -0.753269 0.492 0.390 -0.124
O 1.088026 0.819959 0.323664 0.015 -0.062 -0.082
N -0.334136 0.744032 -1.448681 -0.435 -0.126 -0.221
C -1.077941 -0.368415 -1.036836 -0.009 -0.351 -0.009
C -1.426626 -1.489727 -1.758314 0.070 0.322 0.146
C -2.117651 -2.304617 -0.842393 0.144 0.396 -0.017
C -2.730254 -3.660479 -1.050791 -0.125 -0.191 0.088
C -1.997789 -4.662264 -0.149956 -0.093 0.114 -0.104
C -2.610476 -4.095480 -2.511536 0.009 0.137 0.247
C -4.207758 -3.596168 -0.647033 0.182 -0.009 -0.031
N -2.173180 -1.714722 0.338205 -0.405 -0.621 0.369
N -1.556615 -0.535620 0.222057 0.206 0.076 -0.876
C -1.511805 0.340094 1.316906 -0.152 0.449 0.731
C -1.340374 -0.189958 2.589331 0.026 -0.036 -0.217
C -1.309982 0.652356 3.684073 -0.007 0.036 -0.003
C -1.451901 2.019812 3.516141 0.007 0.088 0.076
C -1.643037 2.543088 2.248547 0.027 0.028 0.032
C -1.683567 1.708638 1.147038 -0.073 -0.184 -0.070
H 4.380414 2.329524 2.454098 -0.029 -0.067 0.046
H 3.219932 1.477121 1.404200 0.022 0.028 -0.006
H 4.753594 0.690064 1.857149 0.004 0.027 0.017
H 5.560290 2.022767 -1.363216 -0.099 -0.136 -0.003
H 5.249492 0.491340 -0.502985 -0.112 0.143 -0.095
H 0.941541 3.350070 -1.131439 0.016 -0.115 -0.054
H 1.395058 2.313425 -2.529987 -0.075 0.041 0.142
H -0.425288 0.982491 -2.425281 0.082 0.053 0.148
H -1.199201 -1.684447 -2.785301 0.109 -0.046 -0.233
H -2.076674 -4.349113 0.887236 0.020 -0.016 0.128
H -0.944389 -4.713619 -0.416916 0.129 -0.029 0.001
H -2.432596 -5.653711 -0.255729 -0.050 -0.139 -0.005
H -3.112669 -3.387439 -3.167230 -0.052 0.060 -0.123
H -3.072273 -5.071333 -2.644498 -0.038 -0.093 -0.021
H -1.566705 -4.168652 -2.807901 0.126 -0.027 -0.092
H -4.747750 -2.903570 -1.289345 -0.091 0.079 -0.050
H -4.292520 -3.251889 0.379645 -0.076 0.022 0.099
H -4.665992 -4.578873 -0.732927 -0.071 -0.129 -0.013
H -1.231124 -1.257118 2.696707 0.017 -0.087 0.015
H -1.168231 0.241079 4.672244 0.009 -0.047 0.072
H -1.418620 2.677713 4.371509 -0.005 0.050 0.075
H -1.769062 3.607636 2.116032 -0.018 0.076 -0.014
H -1.855022 2.117399 0.161902 -0.032 -0.006 -0.053
```
Forces are in eV/Å.

Atomic partial charges in e from the natural (NBO) method, atoms 1 to 4:
1. C -0.266
2. O -0.518
3. C -0.164
4. C 0.774


Record 3
The following is a DFT calculation (wB97M-V/def2-TZVPD) of a cluster of 9 separate species, C37H89Cl4N3O19P4 in total.

Output
**Spin multiplicity**: 1
**Structure (SMILES)**: CCOP(=O)(OCC)OCC.CCOP(=O)(OCC)OCC.CCOP(=O)(OCC)OCC.CCOP(=O)(OCC)OCC.CN(C)C=O.CN(C)C=O.CN(C)C=O.ClCCCl.ClCCCl
**HOMO-LUMO gap**: 9.410 eV
**Total energy**: -6263.47521 Ha
**LUMO energy**: 0.23 eV
**ΔE to the lowest compared entry with this formula, charge and spin**: 5.6508 eV

```
156
Properties=species:S:1:pos:R:3:forces:R:3
C -2.926311 -3.249134 -10.884944 -0.575 0.307 0.636
C -4.232231 -3.022694 -10.097144 0.223 -0.937 -1.603
O -4.036561 -2.945184 -8.693104 0.360 1.166 1.872
P -3.567131 -1.571184 -7.997514 1.621 0.687 -0.358
O -2.343021 -0.966464 -8.633074 -1.810 -0.669 1.301
O -4.888571 -0.673384 -8.174544 0.715 0.275 -0.006
C -4.803811 0.782906 -7.975854 -0.470 -0.742 -0.153
C -6.138611 1.136956 -7.320194 -0.263 0.086 -0.264
O -3.454061 -1.892124 -6.379314 0.259 -0.020 -1.940
C -2.891451 -0.970754 -5.392624 -2.257 0.745 0.429
C -3.832721 -1.002944 -4.172314 -0.091 -0.864 0.275
H -2.381311 -2.307474 -10.818974 0.526 -0.376 0.085
H -2.410361 -4.115064 -10.470134 0.327 0.286 0.039
H -3.112141 -3.451484 -11.939754 -0.320 0.008 0.026
H -4.736091 -2.175504 -10.562454 -0.178 0.336 0.638
H -4.885251 -3.887924 -10.211374 -0.066 0.048 -0.030
H -3.853941 1.018156 -7.495744 -0.376 0.024 0.841
H -4.651031 1.306726 -8.919444 -0.498 -0.381 -0.419
H -6.995101 0.790276 -7.898414 0.349 -0.241 -0.722
H -6.340171 0.603136 -6.391484 0.612 0.431 0.386
H -6.329821 2.209306 -7.279984 0.394 0.071 0.529
H -1.866791 -1.153074 -5.068704 -0.073 -0.529 -0.619
H -3.002651 0.061536 -5.724474 0.606 -0.070 -0.552
H -4.810531 -0.525474 -4.235654 0.335 0.850 -0.646
H -4.211451 -2.000624 -3.950314 0.817 -0.452 0.143
H -3.288621 -0.606574 -3.315024 -0.161 -0.040 0.125
C 6.608429 -6.721634 2.476496 -0.114 -1.317 -0.644
C 6.714979 -5.249584 2.449546 -1.700 -0.358 -1.402
O 7.771129 -4.969274 3.297186 1.393 2.336 1.906
P 7.975309 -3.511214 3.961936 -0.748 1.340 1.021
O 6.846449 -2.776424 4.643316 1.848 -1.658 -1.867
O 9.174569 -3.807894 5.006086 -1.417 -2.250 -2.306
C 9.566709 -2.783894 5.821266 2.434 0.827 1.972
C 11.081219 -2.957994 6.220826 -0.723 1.003 -0.993
O 8.645079 -2.636484 2.781066 -2.029 -0.511 1.774
C 9.779829 -2.979594 2.050516 0.751 0.997 -1.126
C 10.893489 -2.026814 2.427266 0.636 -0.574 0.226
H 6.856189 -7.051684 3.485346 -0.406 -0.265 -0.068
H 5.608519 -7.008314 2.150786 -0.027 -0.288 0.272
H 7.301629 -7.194094 1.780536 0.173 -0.043 0.105
H 6.846469 -4.903494 1.424346 0.573 0.302 -0.030
H 5.723629 -4.877094 2.707556 0.307 0.691 0.858
H 9.424039 -1.831494 5.310686 0.022 0.187 0.271
H 9.070929 -2.804094 6.791776 -0.720 0.189 -0.281
H 11.301529 -3.632294 7.048396 -0.348 0.018 -0.107
H 11.696209 -3.218714 5.359476 -0.102 -0.264 -0.037
H 11.380299 -1.937734 6.461066 0.301 -0.056 0.477
H 10.106869 -4.018204 2.099836 -0.240 -0.105 0.453
H 9.503939 -2.779934 1.015076 0.067 -0.203 -0.194
H 11.736569 -2.312794 1.798366 0.290 0.331 0.064
H 10.682609 -0.962104 2.327126 -0.331 -0.184 -0.367
H 11.178449 -2.173034 3.469146 0.094 -0.127 0.007
C 0.456539 7.049166 1.105006 -0.118 -0.787 1.111
C -0.684011 6.436146 0.248026 1.514 0.749 -0.131
O -0.850241 5.020286 0.569446 -1.667 0.678 0.478
P -2.275891 4.517106 1.172526 0.580 0.737 0.319
O -2.270551 3.110346 1.556786 0.146 0.086 -0.178
O -3.439421 4.886366 0.113276 0.526 0.375 1.701
C -3.301491 4.607666 -1.260574 0.894 -0.169 -0.114
C -4.610151 4.685156 -1.944884 -0.340 0.449 0.370
O -2.504911 5.568166 2.389196 1.151 -0.578 -1.839
C -3.794341 5.837836 2.834066 -1.794 0.395 1.341
C -4.508041 6.986016 2.150666 0.530 -0.336 -0.444
H 1.073319 7.883716 0.771536 -0.443 -0.067 -0.865
H 0.054259 7.393366 2.057786 -0.280 -0.019 0.044
H 1.153739 6.271126 1.415936 0.066 -0.197 -0.312
H -1.537831 7.097186 0.396706 -0.550 -0.709 0.073
H -0.432181 6.471306 -0.811904 0.029 -0.098 -0.005
H -2.599381 5.340636 -1.657944 0.176 -0.153 -0.254
H -2.942141 3.588536 -1.403234 0.500 0.029 0.054
H -5.149411 5.592126 -1.671564 0.087 0.169 -0.190
H -4.328511 4.710996 -2.997554 -0.806 -0.393 -0.195
H -5.208041 3.850926 -1.577894 -0.178 -0.133 -0.706
H -4.401051 4.933016 2.798006 -0.095 -0.104 -0.044
H -3.760191 6.144396 3.879516 0.548 -0.410 0.196
H -5.410771 7.217906 2.715826 -0.132 -0.112 -0.242
H -3.873591 7.871936 2.177676 0.017 0.056 -0.149
H -4.702961 6.675976 1.124026 -0.331 0.494 -0.010
C -10.442091 0.460676 -2.348764 0.635 -0.059 0.890
C -10.059741 0.264066 -0.849514 -0.801 -0.140 -2.014
O -9.659071 -1.142504 -0.764364 1.001 0.227 1.389
P -8.891891 -1.812214 0.513646 -0.372 0.273 0.224
O -8.422281 -3.215294 0.333266 -0.887 2.007 -0.050
O -7.750711 -0.719004 0.897166 -1.264 -0.665 -0.267
C -7.078311 -0.845834 2.177636 0.387 -1.258 -0.083
C -5.931691 -1.862354 2.067866 0.190 0.479 -0.593
O -9.980131 -1.599364 1.714246 1.771 0.696 -0.420
C -11.275241 -2.130894 1.700436 -1.033 -1.255 0.753
C -11.506471 -3.113894 2.870036 0.364 -0.018 -0.777
H -10.768771 1.496086 -2.445234 -0.143 -0.043 -0.282
H -9.602231 0.271706 -3.017354 0.101 0.125 0.120
H -11.229071 -0.237804 -2.633184 -0.115 0.168 0.138
H -9.341571 1.022246 -0.537254 0.599 -0.668 0.081
H -10.986281 0.529356 -0.340344 0.020 -0.804 0.725
H -6.667051 0.126716 2.448036 -0.293 0.040 -0.184
H -7.812291 -1.167194 2.916626 0.006 0.177 0.099
H -5.185271 -1.444904 1.392076 0.260 0.222 0.204
H -5.472201 -2.048044 3.038696 -0.045 0.007 -0.022
H -6.180441 -2.798484 1.567976 -0.575 -0.034 0.428
H -12.036111 -1.368294 1.866626 0.316 0.566 -0.448
H -11.463531 -2.618474 0.743936 -0.119 -0.076 0.000
H -10.725711 -3.874384 2.883366 -0.003 -0.007 0.055
H -11.545311 -2.611844 3.836756 0.081 0.077 -0.100
H -12.459871 -3.610754 2.690406 -0.068 -0.026 0.126
C 0.228439 -5.286894 3.936216 -0.178 -0.264 0.233
N 1.108629 -5.523924 5.110786 -0.212 0.647 -0.440
C 1.287979 -6.882524 5.658326 -0.211 0.435 -0.728
C 1.649479 -4.424404 5.683106 -1.174 1.953 -0.973
O 1.382019 -3.259004 5.292596 1.180 -2.588 1.249
H -0.126891 -4.272514 3.754916 0.490 0.295 1.112
H -0.697661 -5.840444 4.091186 0.226 -0.532 -0.445
H 0.745549 -5.455724 2.991666 -0.022 -0.884 0.060
H 0.346039 -7.256604 6.059476 -0.052 -0.036 -0.021
H 1.630259 -7.553674 4.870616 -0.121 -0.039 -0.093
H 2.039799 -6.946214 6.444966 -0.036 0.530 -0.006
H 2.291369 -4.707394 6.531686 0.118 0.515 0.023
C 5.902919 5.370776 -1.451934 -0.398 1.089 0.570
N 5.924519 4.135276 -2.173434 0.471 -0.002 0.613
C 5.474139 4.207006 -3.549804 -0.178 -0.358 0.000
C 6.422989 3.019966 -1.564854 -0.886 0.476 -1.470
O 6.583099 1.985826 -2.174004 0.304 -0.443 0.687
H 6.301299 5.360176 -0.437404 -0.172 -0.913 0.134
H 4.874959 5.726776 -1.383624 -0.060 0.260 0.018
H 6.519349 6.176686 -1.850194 -0.032 -0.076 -0.840
H 4.462649 4.611926 -3.581904 0.084 0.567 0.095
H 6.178599 4.815496 -4.116894 -0.213 0.036 -0.254
H 5.331859 3.237696 -4.027604 0.643 -0.170 0.375
H 6.550119 3.227076 -0.491014 0.421 -0.497 0.057
C 3.559809 2.946956 5.360816 -0.094 0.346 0.012
N 2.795959 3.995346 6.065886 3.710 -1.119 0.438
C 3.587829 4.727446 7.059896 -1.046 0.146 0.146
C 1.524279 4.169256 5.871866 -3.346 1.561 0.190
O 0.814319 5.075376 6.347456 1.141 -1.331 -0.541
H 4.186979 2.360906 6.032606 -0.095 0.196 0.319
H 4.226629 3.434636 4.649736 0.029 -0.115 -0.171
H 2.938709 2.216866 4.841866 -0.280 0.353 -0.022
H 4.079599 4.002846 7.708916 0.073 0.066 -0.007
H 4.322679 5.421616 6.652196 0.016 -0.191 -0.356
H 2.877469 5.316216 7.640256 0.091 -0.025 0.071
H 1.113429 3.392966 5.207966 -0.220 0.108 -0.088
Cl 6.889779 -3.151864 -3.436334 0.391 -0.179 0.848
C 7.074749 -2.210454 -4.901994 -0.881 0.137 -0.970
C 5.644649 -1.797504 -5.352154 0.509 0.128 -0.219
Cl 4.581229 -3.225614 -5.708224 0.514 0.718 0.140
H 7.621789 -2.844364 -5.599864 -0.491 -0.046 -0.254
H 7.722109 -1.343104 -4.772614 -0.343 0.154 0.460
H 5.632329 -1.150054 -6.228944 0.327 -0.392 -0.285
H 5.173789 -1.168714 -4.596494 -0.028 -0.507 0.328
Cl 2.194999 -2.549084 -0.476664 -0.169 -0.937 -0.522
C 2.692379 -0.990314 0.211716 -1.777 -0.036 -0.706
C 1.438609 -0.037844 0.099576 0.970 -0.361 1.489
Cl 1.281129 0.763496 -1.434544 0.207 0.365 -1.031
H 3.513339 -0.697784 -0.442924 0.052 0.469 0.626
H 2.941609 -1.292154 1.229006 0.208 0.866 -0.023
H 1.514509 0.738906 0.860506 0.082 0.036 -0.031
H 0.479139 -0.532114 0.251956 0.420 -0.391 0.205
```
Forces are in eV/Å.

Atomic partial charges in e from the Mulliken method, atoms 1 to 4:
1. C -1.042
2. C -0.263
3. O -0.342
4. P 0.968


Q: Among the records above, which one has the lowest total energy?
A: C37H89Cl4N3O19P4